The ion C6H13N4O2 with charge +1, computed with wB97M-V/def2-TZVPD.

```
! RIJCOSX wB97M-V def2-TZVPD def2/J DEFGRID3
* xyz 1 1
C 0.325 -1.373 -0.546
C -0.572 0.965 -1.153
C -1.962 0.502 -1.569
C 0.192 0.038 -0.277
C -0.322 -0.105 2.020
C 2.134 0.372 1.242
N -3.280 1.359 0.194
N -3.058 0.800 -0.805
N -0.042 -1.784 -1.797
N 0.661 0.498 1.035
O 0.877 -2.141 0.184
O -3.756 1.827 1.164
H 0.018 1.008 -2.076
H -0.530 1.882 -0.427
H -2.222 0.982 -2.540
H -2.026 -0.696 -1.681
H -1.331 -0.356 1.556
H 0.275 -1.092 2.305
H -0.360 0.656 2.811
H 2.650 0.157 0.236
H 2.652 1.273 1.636
H 2.431 -0.509 1.931
H 0.242 -1.147 -2.524
H 0.373 -2.703 -1.881
H 0.585 1.580 1.079
*
```

Results
**SMILES string**: C[NH+](C)/C(CCN=[N+]=O)=C(/N)[O-]
**HOMO energy (spin up / spin down)**: -13.000 / -10.432 eV
**Gap between HOMO and LUMO (spin up / spin down)**: 9.70 / 4.73 eV
**ΔE to the lowest compared entry with this formula, charge and spin**: 843.6 kJ/mol
**Molecular weight**: 173.20 Da